No. 1
C52H60CsN5O3PSi3 as an isolated structure, computed with ωB97M-V/def2-TZVPD.

```
125
Properties=species:S:1:pos:R:3
C 2.926 -1.364 -3.540
N 1.927 -0.321 -3.542
C -0.312 3.109 -4.230
H -1.772 2.233 -7.135
C -2.863 5.883 -0.920
C -1.133 2.193 -6.260
C 0.956 -1.901 5.175
H -1.984 -3.563 5.350
C -2.632 -1.493 -1.778
N -1.331 3.560 -0.747
H 4.397 -5.177 -1.345
C 3.815 -4.264 -1.298
C -1.176 -2.980 4.927
H -5.777 -1.208 -4.324
H 3.014 4.191 3.357
C -1.815 0.755 1.651
H 1.716 6.329 3.312
C 0.891 -1.483 3.844
C 5.615 -1.931 1.506
H 3.463 3.392 7.017
C 5.895 -3.059 2.264
H -3.788 1.610 -0.683
H -5.410 -2.604 -3.293
C -3.485 0.834 -3.689
H 6.768 -3.658 2.039
O 1.735 -0.683 -5.828
C 3.915 -2.678 3.575
H 0.433 -3.937 -2.652
C 2.966 -2.259 -2.323
C -4.269 0.715 -0.288
H -1.688 -3.647 0.682
P 2.185 -0.494 3.083
N 0.772 3.376 0.995
H -1.684 -1.520 -4.991
H 2.313 2.344 1.830
H -2.460 1.219 -3.683
C -0.073 -2.656 5.711
H -0.612 -3.471 -3.995
C 3.636 -1.541 2.824
H 4.233 -3.676 -3.321
H -2.523 2.799 -2.220
O 1.763 0.169 1.820
C -0.218 -1.798 3.066
H -2.045 7.815 0.791
N 2.318 -1.928 -1.207
C 2.648 0.695 4.372
H -0.159 7.648 2.358
C 1.930 2.486 5.818
H -3.271 -4.508 -3.128
H -3.454 6.790 -0.976
C 1.786 3.292 1.827
H -4.021 -1.447 2.033
C -1.126 3.234 -5.340
C -2.733 -1.796 -4.857
H -3.291 -1.444 -5.732
H -4.084 1.400 -2.971
H -2.190 -5.510 -2.147
C 1.459 5.498 2.665
C 3.730 -3.432 -2.394
H -2.793 -2.887 -4.845
H -3.947 4.815 -2.432
H 4.740 0.219 4.445
H 6.259 -1.654 0.682
C 2.174 4.331 2.689
C -3.989 -1.892 1.031
H -3.899 1.015 -4.686
H -0.283 3.895 -3.481
C -1.252 -2.547 3.613
C -0.417 6.819 1.709
Si -1.724 -3.061 -1.779
H 1.800 -1.619 5.795
C 4.244 1.826 5.779
H 3.934 -0.917 -3.607
C 5.045 -3.434 3.295
Si -3.096 -0.774 -0.225
H 5.253 -4.326 3.874
N 0.469 2.053 -3.995
H -0.279 -4.298 -0.164
H -5.886 -1.073 -2.560
C -3.135 4.807 -1.717
H -3.580 -4.695 -1.401
H -2.239 1.698 1.289
H 3.242 -2.990 4.364
H -0.235 0.280 -6.733
H -3.545 -2.886 1.104
C -0.280 -3.179 -2.997
H 1.142 3.124 6.197
Cs 0.760 0.636 -1.151
C -0.948 -3.435 -0.091
C 1.468 -0.090 -4.756
Si -3.477 -1.022 -3.300
H -2.428 0.404 2.495
C 3.235 2.638 6.274
C -2.788 -4.593 -2.149
H -5.023 -2.030 0.699
H -4.629 0.949 0.719
H -0.360 -2.576 0.235
C 1.638 1.520 4.870
C -2.332 3.661 -1.592
H 0.257 -2.231 -3.092
H -1.744 4.113 -5.469
H 5.260 1.944 6.133
H -2.117 -2.776 3.004
C 0.067 4.522 0.962
H -0.024 -2.981 6.743
C 0.370 5.621 1.785
C 4.486 -1.175 1.782
C 3.129 -3.919 -0.139
C -0.308 1.110 -6.045
C -5.314 -1.517 -3.380
C -1.052 4.620 0.036
H 4.232 -0.321 1.166
C 3.951 0.854 4.829
H 2.846 -2.011 -4.421
H -0.806 0.966 2.021
H -5.141 0.498 -0.908
H 1.843 -2.441 0.723
C -1.793 5.813 -0.010
H 0.623 1.404 4.507
C 2.397 -2.749 -0.157
H 3.151 -4.538 0.748
O -1.725 -0.206 0.628
H -0.298 -1.436 2.047
C -1.451 6.910 0.850
C 0.491 1.074 -4.899
```

Calculated values
HOMO level, eV: -3.58
Relative energy (zero: lowest compared OMol25 entry of this formula, charge and spin), kJ/mol: 0.00
Charge: -1
LUMO, eV: 1.7


No. 2
One molecule with the formula C4H11NO, computed with ωB97M-V/def2-TZVPD.

```
17
Properties=species:S:1:pos:R:3
C 0.002 -1.471 -0.084
H 1.016 -1.481 -0.480
H -1.420 0.100 0.331
H 0.021 0.446 2.069
N 0.372 0.693 1.160
H 0.858 -2.740 1.018
C -0.071 0.744 -1.251
H -0.159 2.781 -2.066
C -0.354 0.006 0.085
H 0.513 2.699 -0.441
H 1.303 0.279 1.180
H -0.710 0.396 -2.063
H -1.174 2.411 -0.553
H 0.958 0.451 -1.483
C -0.238 2.278 -1.102
H -0.788 -1.994 -0.624
O 0.121 -2.174 1.206
```

Calculated values
HOMO level, eV: -9.47
SMILES: CC[C@H](N)CO
Relative energy (zero: lowest compared OMol25 entry of this formula, charge and spin), kJ/mol: 109.16
LUMO, eV: 0.9


No. 3
A 12-piece molecular cluster, C5H31NO11 overall, computed with ωB97M-V/def2-TZVPD.

```
48
Properties=species:S:1:pos:R:3
H -3.068 2.670 0.567
H -0.058 0.443 -1.357
H -0.108 -0.678 -2.176
H -1.879 0.707 -3.157
H -2.509 -0.678 2.121
O -2.442 -0.028 1.447
C 1.405 0.702 2.058
H -0.999 -2.167 2.749
H -0.618 3.330 0.512
N 0.037 -1.827 0.887
C 1.970 -0.059 0.844
H 3.821 0.255 -1.556
H 1.932 -1.794 -2.582
H 3.062 0.034 0.799
H -1.273 0.048 -4.357
H -1.913 -2.671 3.858
O 1.070 1.404 -2.305
H 0.596 1.727 -3.069
H 0.330 0.744 1.665
C -0.519 -2.279 -0.161
H 1.896 1.674 2.255
O -0.559 0.102 4.359
H -2.567 1.208 -1.635
O -1.045 0.740 -3.721
H 0.311 4.504 0.978
H 2.233 -3.555 0.962
H 2.581 0.716 -2.401
H -1.491 -2.748 0.074
O -0.616 -0.329 -1.452
H 0.067 -2.303 -1.208
H -1.081 0.830 4.576
H 1.399 -1.815 -3.928
O 0.217 3.633 0.857
H -1.642 -0.333 0.905
O -3.324 1.046 -2.250
H 0.734 1.925 -1.596
C 2.309 -2.468 0.863
H -1.180 -0.504 3.954
O 3.245 -0.085 -2.335
O 1.119 -1.722 -2.976
H 1.367 0.117 2.984
C 1.437 -1.462 0.718
O -1.799 -2.004 3.257
H 3.421 -2.272 0.868
O -2.155 2.564 0.188
H -1.770 1.836 0.739
H -3.628 0.219 -1.860
H 1.685 0.602 0.038
```

Calculated values
HOMO level, eV: -8.97
SMILES: C=NC(=C)CC.O.O.O.O.O.O.O.O.O.O.O
Relative energy (zero: lowest compared OMol25 entry of this formula, charge and spin), kJ/mol: 518.53
LUMO, eV: 0.4


No. 4
C27H51N2OOsP3S as an isolated structure, computed with ωB97M-V/def2-TZVPD.

```
86
Properties=species:S:1:pos:R:3
H -0.953 1.733 -4.250
C 0.989 -0.447 -2.923
C -2.286 -3.943 -3.361
N 1.166 -1.951 -0.097
H -3.351 -0.272 1.423
H 3.893 -3.858 0.222
C 2.423 -4.080 4.671
C -1.208 -3.311 -4.005
C 1.659 2.814 1.509
H -2.970 1.623 -1.028
H -1.485 -5.179 4.354
H 3.963 1.824 -1.348
H -2.480 0.268 -2.099
C 2.113 0.295 -2.240
H 2.978 -0.331 -1.994
C -0.702 3.537 -1.082
H 4.122 1.137 1.838
H -1.175 3.513 -0.092
H -2.861 1.869 -2.818
C 3.284 2.497 -0.818
H -3.033 -5.835 -2.677
C 3.412 0.494 1.295
C 0.686 -3.707 1.431
C 0.276 -2.704 0.555
H -2.774 -1.918 -4.878
H 0.529 0.068 -3.793
H 1.595 -2.555 3.379
H 3.106 -1.735 -0.752
H 0.039 -5.404 5.282
H -1.055 2.619 1.880
H 1.013 3.544 1.000
C -0.919 -5.904 -3.058
C 1.279 -3.199 4.209
H -2.307 1.618 2.644
H 3.992 -0.151 0.618
C -0.289 -4.166 2.484
H 1.013 -3.237 -4.011
H 1.218 -5.618 -3.321
H 0.927 -2.555 5.027
C 0.103 -3.823 -3.809
O -1.373 -4.660 2.168
C 2.868 -3.553 0.454
H 2.904 -4.580 3.823
H 2.533 3.357 1.904
P 2.230 1.527 0.321
C -0.274 2.325 -3.606
C -2.165 -5.275 -3.007
H 2.087 -4.838 5.387
S -1.452 -1.954 -5.052
C -0.276 -0.329 2.682
N 0.098 -3.970 3.780
H -3.208 -3.403 -3.247
H -0.820 -6.964 -2.828
C 2.431 -2.372 -0.166
H 2.283 -5.128 1.821
H 0.332 3.905 -1.003
H -1.271 4.180 -1.769
H 1.151 -1.523 -3.156
C -1.157 -3.726 5.916
H 2.420 1.259 -2.694
Os 0.530 0.319 -1.051
C -2.506 -0.774 0.927
C -2.434 1.356 -1.947
H 3.888 3.236 -0.293
H 1.121 2.364 2.355
H 0.789 2.102 -3.814
C -1.798 1.838 1.696
H 3.177 -3.453 5.153
H -0.445 -1.415 2.769
H 2.649 3.018 -1.544
H -1.787 -2.950 5.476
H 2.884 -0.135 2.029
H -2.542 2.196 0.979
C 0.224 -5.155 -3.389
H -0.351 -3.252 6.475
P -1.004 0.292 1.091
P -0.701 1.897 -1.869
H 0.805 -0.128 2.731
H -2.735 -0.917 -0.137
H -1.763 -4.290 6.622
H -2.344 -1.752 1.402
C 1.978 -4.230 1.290
H -0.784 -2.491 0.409
H -0.452 3.412 -3.670
H -0.772 0.169 3.533
C -0.654 -4.666 4.855
```

Calculated values
HOMO level (alpha / beta), eV: -18.43 / -19.72
Charge: +4
LUMO (alpha / beta), eV: -10.7 / -14.5
Spin multiplicity: 5


No. 5
An isolated ion of composition C10H23BNO2 and charge +1, computed with ωB97M-V/def2-TZVPD.

```
37
Properties=species:S:1:pos:R:3
C 2.634 0.829 -1.222
C 2.851 0.682 0.310
H 4.829 1.183 0.704
H -2.602 2.181 2.112
C -2.428 -0.870 -1.464
B 0.139 -0.107 0.602
C -1.930 0.736 0.439
H -2.603 -1.669 1.786
H 2.807 1.937 -1.436
H -1.714 1.298 -1.670
H 4.362 -0.217 1.568
H -2.956 0.060 -1.796
O -0.517 -1.043 -0.095
H 1.332 -2.228 0.288
H 3.306 0.293 -1.755
H 4.701 -0.444 -0.206
C -1.984 -0.714 -0.040
C -2.762 -1.791 0.755
C -2.913 1.227 1.554
H -1.484 2.655 -0.583
H -1.613 -1.106 -2.206
H 2.888 -2.079 0.231
H 2.810 1.682 0.646
C 4.352 0.262 0.543
H 1.864 -0.734 1.763
H -3.212 -1.705 -1.629
H -3.140 2.217 -0.873
H -3.866 1.258 1.226
H 1.885 -1.184 -1.022
H -2.881 0.372 2.238
H -2.532 -2.745 0.486
N 2.019 -1.625 -0.012
C 1.820 -0.387 0.802
H -3.769 -1.745 0.577
C -2.122 1.683 -0.768
H 1.652 0.642 -1.452
O -0.601 0.980 0.957
```

Calculated values
HOMO level, eV: -13.51
SMILES: CC(C)[C@H]([NH3+])B1OC(C)(C)C(C)(C)O1
Charge: +1
LUMO, eV: -3.0


No. 6
H22Na3O15S as an isolated structure, computed with ωB97M-V/def2-TZVPD.

```
41
Properties=species:S:1:pos:R:3
H 2.289 -0.910 -1.889
O -0.670 0.637 0.056
H 0.842 3.451 1.485
O -2.993 -0.744 0.661
O 1.037 -2.226 -4.527
O -1.557 1.335 2.770
H -1.592 2.711 -0.134
O 0.066 -1.160 -1.398
H 0.635 -1.684 -3.841
O 3.884 0.830 1.265
O -1.405 1.775 -2.409
Na -0.673 -3.530 -0.663
O 0.012 -1.440 0.998
O 1.663 0.036 -0.043
H -2.612 -1.411 2.123
H -1.899 4.205 0.066
O 2.184 -1.666 2.760
H 3.121 0.291 1.011
H -3.354 -1.127 -0.147
H -2.130 0.047 -3.210
H -0.897 1.341 -1.702
O -2.007 -0.902 -3.351
H 0.282 2.040 1.421
O -2.241 3.321 0.235
H -1.151 0.786 3.449
O 3.085 -0.920 -2.434
H 3.674 -1.540 -1.994
O 1.120 2.529 1.401
O -2.428 -1.908 2.962
H -1.362 0.886 1.934
H 4.642 0.250 1.139
H 1.613 -1.517 1.985
H 1.975 -2.011 -4.468
S 0.285 -0.483 -0.110
H -2.259 -0.160 0.361
Na -0.189 -2.666 3.021
H 1.995 -0.931 3.358
Na 2.260 2.230 -0.663
H -1.297 -1.151 -2.752
H -2.765 -1.323 3.651
H -1.182 2.710 -2.376
```

Calculated values
HOMO level, eV: -13.06
Relative energy (zero: lowest compared OMol25 entry of this formula, charge and spin), kJ/mol: 0.00
Charge: +1
LUMO, eV: -4.5


No. 7
C30H28As2Br2F3MgN2O9 as an isolated structure, computed with ωB97M-V/def2-TZVPD.

```
77
Properties=species:S:1:pos:R:3
C -0.174 -4.254 -2.569
H -4.797 1.354 -3.738
O 0.543 -0.704 -1.976
H 3.267 -3.115 -0.330
O 1.174 -2.505 0.460
H -3.814 0.868 1.709
H 2.293 0.909 7.491
C 1.396 1.385 3.256
H 3.176 2.602 -0.856
H -3.415 -1.882 0.011
C 0.658 -1.912 -2.464
H -1.047 3.440 -3.882
H -0.093 3.691 2.884
C 2.105 1.759 6.844
C -0.304 -2.920 -2.122
C 1.708 -2.315 -3.277
F -4.753 3.153 -5.362
O -2.021 0.447 0.740
Mg -0.839 -0.653 -0.719
C -1.140 -5.178 -2.115
H 4.397 -2.572 0.932
O 1.623 4.482 1.969
C 1.698 -1.413 0.523
C -1.183 1.712 -2.622
O 3.530 3.368 1.939
C -3.596 3.570 -4.836
Br 1.128 -6.335 -4.077
H 2.663 -3.881 -4.400
C -2.207 -3.418 -0.876
C 2.337 3.361 2.061
H -0.329 4.464 1.288
H -4.239 -3.445 -0.216
O 2.983 -1.171 0.374
H -0.148 1.752 -2.322
C -1.683 2.651 -3.508
H 2.151 -2.383 2.936
C -1.237 0.564 1.865
O 1.806 1.214 5.546
C 0.217 4.505 2.232
C 2.936 1.587 -0.543
H -1.080 -6.212 -2.427
C 1.735 2.089 4.536
As 1.143 1.608 0.225
H 3.042 -0.841 2.796
F -3.833 4.710 -4.165
C -3.297 -2.966 0.048
H -2.886 -5.460 -0.924
H 2.764 -1.583 4.381
H -3.063 -3.256 1.075
Br 3.026 -1.030 -3.709
C -0.060 -0.316 1.810
C 0.913 -4.574 -3.412
H 4.539 -1.917 -0.718
C -3.005 2.537 -3.907
C 1.603 2.039 2.118
As 0.653 -0.439 3.669
H 2.916 0.934 -1.414
C 0.834 -0.231 0.791
C -3.180 0.601 -2.544
C -3.265 1.178 0.824
H 3.676 1.255 0.177
C 2.335 -1.411 3.395
C 3.848 -2.275 0.039
C -2.139 -4.765 -1.281
C 1.832 -3.621 -3.759
H 0.014 5.451 2.724
O -1.589 1.230 2.801
C -3.770 1.486 -3.429
O 1.921 3.270 4.644
F -2.756 3.854 -5.838
N -1.325 -2.534 -1.297
N -1.917 0.712 -2.126
H 1.256 2.335 7.206
H -3.065 2.245 0.891
H -3.824 0.952 -0.075
H -3.748 -0.239 -2.161
H 2.982 2.400 6.784
```

Calculated values
HOMO level, eV: -10.28
Relative energy (zero: lowest compared OMol25 entry of this formula, charge and spin), kJ/mol: 0.00
Charge: +1
LUMO, eV: -4.4


No. 8
One molecule with the formula FH3N3P3, computed with ωB97M-V/def2-TZVPD.

```
10
Properties=species:S:1:pos:R:3
N 0.973 0.824 0.345
P 1.026 0.405 -1.223
N 0.134 -0.890 -1.336
P -2.795 0.382 -0.200
P -0.619 -1.723 -0.061
H 0.585 0.192 0.888
H -0.721 -2.822 -0.876
H 1.314 1.589 0.808
N -2.090 -0.955 -0.047
F -1.685 1.396 -1.010
```

Calculated values
HOMO level, eV: -8.40
SMILES: N/P=N\P/N=P\F
Relative energy (zero: lowest compared OMol25 entry of this formula, charge and spin), kJ/mol: 0.00
LUMO, eV: -0.4


Q: What is the formula in the first record?
A: C52H60CsN5O3PSi3


What did the eighth record say?
One molecule with the formula FH3N3P3, computed with ωB97M-V/def2-TZVPD.

```
10
Properties=species:S:1:pos:R:3
N 0.973 0.824 0.345
P 1.026 0.405 -1.223
N 0.134 -0.890 -1.336
P -2.795 0.382 -0.200
P -0.619 -1.723 -0.061
H 0.585 0.192 0.888
H -0.721 -2.822 -0.876
H 1.314 1.589 0.808
N -2.090 -0.955 -0.047
F -1.685 1.396 -1.010
```

Calculated values
HOMO level, eV: -8.40
SMILES: N/P=N\P/N=P\F
Relative energy (zero: lowest compared OMol25 entry of this formula, charge and spin), kJ/mol: 0.00
LUMO, eV: -0.4